# 1
The molecule C23H29N3O5, computed with ωB97M-V/def2-TZVPD.

The geometry in XYZ format:
```
60
Properties=species:S:1:pos:R:3:forces:R:3
C -1.3670 5.0481 0.8308 -0.26 -0.20 0.36
C -2.1390 4.7031 2.0932 0.05 0.25 0.00
O -2.8317 3.4901 1.8846 0.16 0.05 -0.28
C -3.5343 3.0212 3.0121 -0.04 -0.03 0.38
C -2.6494 2.3013 4.0374 -0.05 -0.08 -0.44
H -3.1799 2.2319 4.9879 0.00 0.04 0.08
H -1.7370 2.8770 4.1942 -0.01 0.03 0.11
C -2.2589 0.8908 3.5806 0.21 0.30 0.31
N -1.7005 0.8789 2.2486 -0.36 -0.26 0.10
C -0.4687 1.3317 1.9811 -0.31 -0.23 -0.63
O 0.3247 1.7153 2.8147 0.24 0.22 0.36
C -0.1604 1.2530 0.4611 0.00 0.22 0.13
N -0.1088 -0.1410 0.0435 0.20 0.02 0.00
C -1.2018 -0.8524 -0.2969 0.20 -0.03 0.03
O -2.3358 -0.4048 -0.1825 -0.26 0.04 -0.08
C -0.9426 -2.2236 -0.8086 -0.05 -0.25 -0.15
C 0.2297 -2.5861 -1.4662 -0.31 0.06 0.19
C 0.4077 -3.8708 -1.9407 0.20 -0.16 -0.12
C -0.5910 -4.8255 -1.7617 0.09 0.39 0.07
C -1.7735 -4.4621 -1.1156 0.09 -0.01 -0.04
C -1.9469 -3.1765 -0.6530 0.09 0.13 0.00
H -2.8631 -2.8851 -0.1625 -0.08 0.02 0.02
H -2.5581 -5.1943 -0.9825 -0.08 -0.07 0.02
N -0.4724 -6.1402 -2.2118 -0.43 -0.09 0.15
C 0.5755 -6.7445 -2.8528 -0.18 -0.45 -0.05
O 1.6144 -6.1970 -3.1344 0.22 0.14 -0.06
C 0.2844 -8.1963 -3.1730 0.23 0.04 -0.09
H 0.0922 -8.7526 -2.2579 -0.05 -0.06 0.06
H -0.5869 -8.2715 -3.8205 -0.09 -0.04 -0.03
H 1.1430 -8.6277 -3.6789 0.00 0.03 0.01
H -1.2840 -6.7160 -2.0319 0.22 0.04 -0.08
H 1.3148 -4.1416 -2.4540 0.00 0.00 -0.01
H 1.0077 -1.8579 -1.6447 0.07 0.06 -0.03
H 0.8008 -0.5742 0.0413 -0.11 -0.05 -0.05
C 1.1277 1.9321 0.0954 -0.19 0.10 -0.10
C 1.1608 2.9209 -0.8750 -0.04 -0.26 0.18
C 2.3465 3.5461 -1.2234 0.33 0.22 -0.13
C 3.5319 3.1802 -0.5964 -0.11 -0.08 0.05
C 3.5041 2.1794 0.3765 0.12 0.06 -0.12
C 2.3192 1.5638 0.7148 0.08 0.12 -0.10
H 2.3133 0.8059 1.4826 0.02 -0.05 0.12
H 4.4307 1.9065 0.8558 0.11 -0.04 0.07
O 4.7538 3.7218 -0.8571 -0.10 -0.25 0.24
C 4.8452 4.7451 -1.8175 0.01 0.16 -0.16
H 4.5339 4.3971 -2.8080 0.00 0.02 0.04
H 4.2474 5.6175 -1.5341 0.01 -0.04 -0.02
H 5.8969 5.0256 -1.8502 -0.09 0.02 -0.03
H 2.3293 4.3127 -1.9819 0.04 0.07 -0.07
H 0.2489 3.2107 -1.3773 -0.10 0.03 -0.03
H -1.0060 1.7166 -0.0618 0.15 -0.04 0.05
H -2.3051 0.6458 1.4680 0.19 0.00 0.02
H -1.5107 0.4919 4.2734 -0.16 -0.07 -0.05
H -3.1333 0.2371 3.5814 0.06 -0.02 0.01
H -4.0544 3.8600 3.4997 -0.02 -0.09 -0.09
H -4.2857 2.3294 2.6192 -0.05 0.06 0.08
H -1.4407 4.6160 2.9367 -0.09 0.02 -0.03
H -2.8644 5.4993 2.3318 0.09 -0.10 0.01
H -0.5672 4.3286 0.6805 0.11 -0.02 -0.05
H -2.0342 5.0226 -0.0266 -0.05 0.04 -0.12
H -0.9363 6.0416 0.9212 0.09 0.09 -0.03
```
Forces are in eV/Å.

spin multiplicity: 1
energy above the lowest of the compared OMol25 structures with the same formula, charge and spin: 7.8 kJ/mol
orbital gap: 9.06 eV
SMILES: CCOCCCNC(=O)[C@H](NC(=O)c1ccc(NC(C)=O)cc1)c1ccc(OC)cc1
HOMO level: -8.5 eV

---

# 2
A 2-piece molecular cluster, C4H13N2O overall, computed with ωB97M-V/def2-TZVPD.

The geometry in XYZ format:
```
20
Properties=species:S:1:pos:R:3:forces:R:3
C -1.0181 0.1531 0.5672 -0.05 0.73 -0.44
C -0.4513 0.6300 -0.7778 -0.55 -0.88 0.97
C 0.8582 1.3289 -0.6151 0.22 0.75 -0.32
C 1.1828 2.4190 -1.2948 -0.85 -0.06 -0.73
N 1.8118 0.6584 0.2557 0.64 0.15 -0.94
N -0.1279 -0.8804 1.1681 -0.87 -0.72 0.10
H -1.9738 -0.3129 0.4291 -0.50 -0.25 -0.13
H -1.1877 0.9998 1.2347 0.37 -0.18 0.21
H -0.3075 -0.2830 -1.3647 0.10 0.09 -0.25
H -1.2617 1.1882 -1.2446 0.43 0.34 -0.20
H 0.4190 2.8656 -1.9343 0.26 -0.10 0.10
H 2.1640 2.8564 -1.3812 0.18 0.03 0.46
H -2.2256 -3.3720 -0.4042 -0.13 0.64 -0.29
H 2.7188 0.8254 -0.1968 -0.20 -0.40 0.54
H 1.8577 1.1452 1.1404 0.07 0.21 0.23
H -0.1676 -0.8371 2.1725 0.18 0.02 0.56
H 0.8465 -0.7395 0.8351 0.22 0.20 -0.05
H -0.5300 -1.7994 0.8905 0.35 0.36 -0.13
H -1.1766 -3.8264 0.4997 0.36 0.28 0.00
O -1.4308 -3.0194 0.0204 -0.24 -1.19 0.31
```
Forces are in eV/Å.

spin multiplicity: 1
energy above the lowest of the compared OMol25 structures with the same formula, charge and spin: 148.6 kJ/mol
orbital gap: 10.24 eV
charge: +1
HOMO level: -13.2 eV

---

# 3
C43H42As2BF4IrNO10Te as an isolated structure, computed with ωB97M-V/def2-TZVPD.

The geometry in XYZ format:
```
105
Properties=species:S:1:pos:R:3:forces:R:3
Ir 0.2817 0.1340 0.5255 -0.55 -0.74 0.62
C 2.9065 4.0365 -4.7319 0.00 0.02 0.02
C 2.2863 3.0164 -3.8329 -0.02 -0.06 0.04
C 1.8631 1.7728 -4.3237 0.02 0.13 -0.01
C 1.2720 0.8593 -3.4968 -0.04 -0.01 0.10
C 0.8201 -0.4686 -4.0625 -0.01 -0.01 0.19
O 1.6612 -1.2911 -4.3398 0.02 -0.04 -0.01
C -0.6282 -0.6684 -4.3154 0.06 0.01 -0.05
C -1.0373 -1.8755 -4.8813 0.00 -0.02 -0.02
C -2.3620 -2.0581 -5.2332 0.01 0.00 0.01
C -3.2786 -1.0318 -5.0296 -0.03 0.02 0.04
C -2.8779 0.1647 -4.4510 -0.05 -0.04 0.02
C -1.5533 0.3466 -4.0866 0.01 0.05 0.03
C 1.1085 1.1366 -2.1020 0.26 0.06 -0.11
O 0.5754 0.1954 -1.4207 -0.38 -0.11 0.11
C 1.5701 2.3954 -1.5810 -0.13 -0.15 0.00
C 2.1195 3.2946 -2.4684 0.08 0.04 -0.11
C 1.5283 2.7567 -0.1556 0.09 0.02 -0.01
N 1.2287 1.9028 0.7564 0.07 0.18 -0.12
C 1.2324 2.2941 2.1769 0.18 0.03 0.01
C 1.9918 1.2978 3.0395 0.17 0.02 -0.03
Te 4.0579 0.9374 2.4986 -0.06 0.10 -0.01
C 3.9644 0.2198 0.5021 0.00 0.00 0.10
C 3.6397 -1.1077 0.2292 -0.01 -0.03 -0.04
C 3.6963 -1.5881 -1.0737 -0.05 0.03 0.01
C 4.1134 -0.7635 -2.1091 0.00 -0.01 -0.01
C 4.4807 0.5460 -1.8346 -0.03 -0.01 -0.01
C 4.4019 1.0368 -0.5370 0.01 0.00 -0.01
C 1.8394 4.1822 0.1797 -0.07 -0.02 0.08
C 3.0992 4.5849 0.6107 0.00 -0.04 -0.03
C 3.3268 5.9193 0.9129 0.00 -0.01 0.00
C 2.3009 6.8463 0.7894 0.02 0.01 -0.01
C 1.0447 6.4399 0.3631 0.00 -0.01 0.01
C 0.8088 5.1081 0.0535 0.02 0.00 -0.04
H 2.9908 3.6749 -5.7539 0.01 0.00 0.00
H 3.9015 4.3079 -4.3732 0.00 0.00 -0.01
H 2.3092 4.9508 -4.7352 0.00 0.00 -0.01
H 1.9913 1.5349 -5.3730 0.00 0.02 0.00
H -0.2969 -2.6441 -5.0597 0.00 0.00 0.00
H -2.6796 -2.9881 -5.6854 -0.01 0.00 0.00
H -4.3105 -1.1657 -5.3284 0.00 0.00 0.00
H -3.5922 0.9600 -4.2875 -0.02 0.01 0.00
H -1.2520 1.2845 -3.6344 0.01 -0.02 0.00
H 2.4628 4.2498 -2.0937 -0.01 0.00 -0.03
H 0.1820 2.3842 2.4748 0.01 -0.08 0.05
H 1.6919 3.2713 2.2906 -0.07 0.05 -0.06
H 1.4912 0.3447 3.1828 0.00 0.06 -0.03
H 2.1225 1.7574 4.0206 -0.07 -0.07 0.06
H 3.3673 -1.7718 1.0349 0.01 0.02 -0.01
H 3.4326 -2.6184 -1.2777 0.01 -0.01 0.00
H 4.1612 -1.1443 -3.1203 -0.02 0.01 -0.01
H 4.8334 1.1898 -2.6313 0.01 0.00 0.00
H 4.7112 2.0541 -0.3347 -0.02 0.04 0.01
H 3.8910 3.8576 0.7355 0.01 -0.03 0.01
H 4.3059 6.2303 1.2519 0.00 0.01 0.00
H 2.4810 7.8857 1.0291 0.00 0.00 0.00
H 0.2404 7.1580 0.2765 0.00 0.00 -0.01
H -0.1718 4.7805 -0.2658 -0.02 0.00 0.01
F -1.7028 1.2181 0.9810 0.28 0.02 -0.19
B -2.1039 2.3612 0.1353 -0.05 0.11 -0.12
F -1.8212 3.4981 0.8707 -0.01 0.01 0.01
F -3.4310 2.2001 -0.1688 -0.02 0.03 0.04
F -1.3008 2.3054 -1.0205 -0.01 0.00 0.06
C -4.9390 -0.3868 -1.3360 0.01 0.07 -0.06
O -3.8838 -0.8994 -0.4968 0.01 -0.10 0.00
C -4.2289 -1.1887 0.7635 -0.04 0.15 0.07
O -5.3481 -1.1698 1.2130 0.02 -0.05 0.03
C -3.0577 -1.5407 1.5655 0.17 0.28 -0.18
C -3.1084 -1.7062 2.9767 0.01 -0.21 0.10
As -3.0811 -3.5277 3.6635 0.01 0.07 0.08
C -3.7735 -4.4784 2.0899 -0.03 0.06 -0.01
C -1.1218 -3.5604 3.2297 -0.13 -0.10 0.00
C -0.5538 -2.9508 2.1868 0.31 0.18 -0.12
As -1.3299 -1.8147 0.7594 0.14 -0.17 -0.31
C -1.5287 -3.0435 -0.7292 -0.02 0.08 -0.04
C 0.9247 -2.6807 2.1036 0.00 -0.21 -0.18
O 1.2731 -1.5097 2.1002 0.09 0.31 0.10
O 1.8186 -3.5964 1.7864 -0.10 0.09 0.10
C 1.5676 -5.0036 1.9180 0.00 -0.05 0.00
C -0.1529 -4.0474 4.2890 0.06 -0.03 -0.03
O 0.8892 -3.4667 4.4545 -0.04 0.05 0.05
O -0.4358 -5.1088 5.0363 -0.02 -0.03 0.03
C -1.4632 -6.0509 4.7065 0.04 0.04 -0.09
C -2.6451 -0.7274 3.9721 0.10 -0.01 -0.07
O -2.4472 -1.0185 5.1293 -0.03 0.01 0.02
O -2.4233 0.4682 3.4301 -0.14 -0.01 0.07
C -2.0321 1.5109 4.3379 0.01 0.00 -0.01
H -4.7791 -0.8114 -2.3203 0.03 -0.01 -0.08
H -4.8471 0.6968 -1.3614 0.00 -0.02 0.01
H -5.9068 -0.6787 -0.9404 0.00 -0.01 -0.01
H -4.6922 -3.9781 1.7812 0.00 -0.02 0.00
H -4.0191 -5.4990 2.3777 0.02 0.00 0.03
H -3.0705 -4.4991 1.2639 0.02 0.00 -0.04
H -2.3279 -3.7593 -0.5679 -0.03 -0.02 0.01
H -0.5741 -3.5568 -0.8479 -0.01 0.00 -0.02
H -1.7326 -2.4519 -1.6200 0.00 0.02 0.00
H 2.1477 -5.4871 1.1380 0.01 0.02 0.00
H 0.5118 -5.2356 1.7878 -0.02 0.02 -0.03
H 1.9123 -5.3304 2.8959 0.00 0.02 0.02
H -1.0991 -7.0141 5.0519 -0.02 -0.01 0.00
H -1.6276 -6.1032 3.6280 -0.01 0.01 0.01
H -2.3839 -5.7994 5.2278 -0.01 0.00 0.02
H -2.0827 2.4272 3.7577 0.01 0.01 -0.01
H -1.0213 1.3304 4.7030 0.01 -0.02 0.01
H -2.7139 1.5497 5.1843 -0.01 0.00 0.00
```
Forces are in eV/Å.

spin multiplicity: 5
energy above the lowest of the compared OMol25 structures with the same formula, charge and spin: 0.0 kJ/mol
orbital gap (alpha / beta): 6.66 / 4.74 eV
charge: +1
expectation value of S²: 6.0494
HOMO level (alpha / beta): -10.3 / -10.3 eV

---

# 4
A 4-piece molecular cluster, C3H11O4S overall, computed with ωB97M-V/def2-TZVPD.

The geometry in XYZ format:
```
19
Properties=species:S:1:pos:R:3:forces:R:3
O 2.9095 -0.1033 0.5185 -0.02 -0.10 0.13
C 1.9670 0.5876 0.8150 -0.60 0.97 0.55
C 1.6353 1.8939 0.1340 0.95 0.43 -2.08
C 0.5469 1.6649 -0.9342 -0.61 -1.23 0.24
S -0.6286 0.2564 -0.5108 -0.16 0.75 0.32
H 1.2488 0.3737 1.6300 0.35 -0.50 -0.02
H 1.3686 2.7777 0.7203 -0.16 -0.64 0.71
H 2.5374 2.2127 -0.4365 -0.21 -0.20 0.43
H 0.0690 2.6272 -1.1429 -0.20 -0.30 -0.14
H 0.9325 1.2107 -1.8444 0.61 0.74 -0.08
H 0.5924 -2.8641 -1.8018 -0.33 0.47 0.35
H 1.3779 -2.0334 -2.8390 -0.31 -0.71 0.62
O 1.2566 -2.9368 -2.4812 0.60 0.34 -0.91
H -1.7756 -2.7321 1.3064 -1.08 -0.43 -1.17
H -1.3750 -2.0330 2.3568 -0.32 1.10 1.11
O -2.2430 -2.2193 1.9745 1.34 -0.54 0.02
H -3.2200 0.5322 1.3265 -0.77 -0.07 0.39
H -2.6930 1.4956 0.4912 -0.46 0.57 -0.26
O -3.5278 1.3995 1.0098 1.35 -0.66 -0.20
```
Forces are in eV/Å.

spin multiplicity: 1
energy above the lowest of the compared OMol25 structures with the same formula, charge and spin: 129.8 kJ/mol
orbital gap: 6.77 eV
charge: -1
HOMO level: -3.4 eV

---

# 5
C2H6N3O as an isolated structure, computed with ωB97M-V/def2-TZVPD.

The geometry in XYZ format:
```
12
Properties=species:S:1:pos:R:3:forces:R:3
C -0.7136 -0.3359 0.0300 0.17 0.50 0.27
C -0.9883 1.1227 0.0019 -0.23 0.38 -0.01
N -1.9577 0.0347 0.1506 -0.25 -0.15 0.11
N 0.2333 -1.1518 0.0085 0.31 -0.69 -0.12
N 1.8341 -0.1301 0.0851 -0.19 0.66 -0.07
O 1.4394 1.0238 0.0343 1.12 -0.35 0.07
H -0.9152 1.6558 -0.9374 -0.03 -0.17 -0.13
H -0.8339 1.7270 0.8837 -0.07 -0.05 0.08
H -2.8246 -0.2204 -0.2919 -0.11 -0.14 -0.14
H 0.1683 -2.1547 0.0909 -0.22 -0.20 -0.06
H 2.1761 -0.5041 0.9906 -0.24 0.10 -0.26
H 2.2735 -0.5444 -0.7583 -0.27 0.09 0.24
```
Forces are in eV/Å.

spin multiplicity: 1
energy above the lowest of the compared OMol25 structures with the same formula, charge and spin: 602.2 kJ/mol
orbital gap: 10.15 eV
charge: +1
HOMO level: -15.3 eV

---

# 6
A 2-piece molecular cluster, C6H12O overall, computed with ωB97M-V/def2-TZVPD.

The geometry in XYZ format:
```
19
Properties=species:S:1:pos:R:3:forces:R:3
C -0.2414 2.2309 -0.0641 0.90 0.29 -0.16
C 0.8343 1.1187 -0.0834 -1.47 -0.05 -0.52
C -1.0364 -1.5991 0.3948 3.11 0.73 2.27
C 0.2511 -2.0230 0.5606 -0.26 -0.60 -2.77
C 1.2915 -1.1039 0.9872 -1.00 0.77 0.67
C 0.9855 0.2471 1.1294 1.64 -0.46 -0.38
H -0.7428 2.3966 -1.0173 -0.26 -0.60 0.03
H -0.9378 2.0718 0.7558 -0.20 0.22 -0.15
H 0.3014 3.1724 0.0514 -0.31 0.12 0.57
H 0.7375 0.4393 -0.9334 -0.30 0.13 -0.09
H 1.7925 1.6175 -0.2638 0.16 -0.24 0.36
H -1.8432 -2.2801 0.1776 -0.32 0.56 -0.25
H -0.8842 -0.5794 0.8592 -2.49 -0.71 -0.70
H 0.4938 -3.0275 0.2214 0.32 -0.10 0.38
H 2.2530 -1.4544 1.3466 -0.51 -0.49 1.16
H 1.2247 0.7150 2.0836 0.96 0.33 -0.33
H -1.8550 -0.3893 -1.4712 -0.30 0.68 -0.09
H -1.0731 -1.1951 -2.3445 0.28 0.00 -0.66
O -1.5514 -0.3574 -2.3898 0.04 -0.59 0.65
```
Forces are in eV/Å.

spin multiplicity: 1
energy above the lowest of the compared OMol25 structures with the same formula, charge and spin: 400.2 kJ/mol
orbital gap: 7.50 eV
SMILES: C=C/C=C\CC.O
HOMO level: -7.9 eV